[1]
59
Properties=species:S:1:pos:R:3:forces:R:3:nbo_charge:R:1 method="wB97M-V/def2-TZVPD" lumo_ha=0.0209 homo_ev=-8.4 gap_ev=9.0 relative_energy_kj_mol=0.0
C -3.094 -4.304 1.998 0.2 0.1 0.0 -0.6076
C -2.134 -3.121 1.951 -0.2 0.1 0.0 -0.3870
C -2.592 -2.012 1.003 0.2 -0.2 0.0 -0.4086
C -2.513 -2.416 -0.468 -0.2 0.3 0.1 -0.4007
C -3.064 -1.326 -1.392 -0.1 -0.8 -0.1 -0.2222
N -2.389 -0.061 -1.225 0.2 0.5 0.0 -0.3054
C -1.194 0.354 -1.706 -0.3 -0.2 0.1 0.3909
C -0.289 -0.476 -2.565 0.1 -0.1 -0.1 -0.2501
N 1.099 -0.495 -2.149 -0.1 0.0 0.0 -0.4368
C 1.278 -0.912 -0.769 0.3 -0.2 0.0 -0.2385
C 2.767 -1.152 -0.509 -0.3 -0.2 0.3 -0.2182
N 3.511 0.049 -0.802 -0.1 -0.2 0.0 -0.4493
C 4.091 0.845 0.124 0.1 -0.1 0.1 0.8959
O 4.597 1.915 -0.124 0.2 0.4 0.1 -0.6647
O 4.067 0.289 1.361 -0.1 -0.1 -0.3 -0.5315
C 4.776 1.004 2.371 0.3 0.4 0.2 -0.0671
C 6.269 0.713 2.322 -0.4 0.0 -0.1 -0.6355
C 3.299 0.536 -2.146 -0.1 0.3 -0.2 -0.2249
C 1.806 0.753 -2.395 0.4 0.1 0.0 -0.2417
N -0.896 1.585 -1.320 0.2 0.5 0.1 -0.5153
C -1.932 1.986 -0.557 -0.6 -1.2 -0.2 0.3636
C -2.888 0.983 -0.476 0.5 0.7 0.0 -0.1052
C -4.110 1.160 0.248 0.2 0.0 -0.1 0.6586
O -5.033 0.382 0.384 -0.2 -0.1 0.1 -0.6191
N -4.137 2.426 0.828 -0.4 0.0 0.2 -0.6349
C -3.208 3.454 0.783 0.1 0.0 0.0 0.7914
O -3.405 4.503 1.351 -0.1 0.3 0.2 -0.6259
N -2.068 3.194 0.058 0.0 0.1 0.0 -0.4150
C -1.032 4.195 -0.066 0.2 0.3 0.0 -0.4131
H -2.775 -5.017 2.755 0.0 -0.1 0.0 0.2117
H -3.131 -4.823 1.043 -0.1 -0.1 -0.1 0.1972
H -4.097 -3.966 2.246 -0.1 0.0 0.0 0.2050
H -1.141 -3.467 1.653 0.1 0.0 0.1 0.1902
H -2.048 -2.701 2.955 0.1 0.0 0.0 0.2040
H -3.618 -1.730 1.243 0.0 0.1 0.0 0.2177
H -1.959 -1.136 1.165 -0.1 0.1 0.0 0.2019
H -3.106 -3.314 -0.638 0.0 -0.1 -0.1 0.2135
H -1.476 -2.642 -0.727 0.0 -0.1 -0.1 0.1917
H -2.987 -1.637 -2.437 -0.1 0.1 0.1 0.2075
H -4.115 -1.153 -1.149 0.1 0.0 -0.1 0.2511
H -0.648 -1.508 -2.580 -0.1 0.1 -0.1 0.2093
H -0.319 -0.089 -3.589 -0.1 -0.1 0.0 0.2259
H 0.905 -0.155 -0.059 0.0 -0.1 0.0 0.1789
H 0.730 -1.844 -0.608 0.0 0.0 0.0 0.1991
H 3.121 -1.946 -1.176 0.0 0.0 0.1 0.1949
H 2.935 -1.441 0.526 0.0 0.0 -0.1 0.2369
H 4.338 0.665 3.313 0.0 0.1 -0.1 0.1847
H 4.597 2.076 2.241 0.0 -0.2 0.1 0.2002
H 6.448 -0.356 2.403 0.1 -0.1 0.0 0.2070
H 6.681 1.073 1.383 0.1 0.0 0.0 0.2250
H 6.766 1.222 3.144 0.1 0.0 0.1 0.2146
H 3.684 -0.209 -2.850 0.0 0.1 0.0 0.1917
H 3.849 1.471 -2.260 -0.1 -0.1 0.0 0.2465
H 1.434 1.561 -1.748 0.1 0.0 -0.1 0.2067
H 1.650 1.040 -3.436 0.0 0.1 0.0 0.2025
H -4.970 2.646 1.363 0.2 0.0 -0.1 0.4319
H -1.372 5.090 0.451 0.1 -0.1 -0.1 0.2486
H -0.107 3.831 0.383 0.0 0.0 0.0 0.2101
H -0.852 4.408 -1.119 0.0 0.0 0.0 0.2122

[2]
21
Properties=species:S:1:pos:R:3:forces:R:3:nbo_charge:R:1 method="wB97M-V/def2-TZVPD" lumo_ha=0.0308 homo_ev=-9.2 gap_ev=10.1 relative_energy_kj_mol=156.2
C 1.656 2.122 -0.279 -0.5 -0.4 0.3 -0.4233
C 1.189 0.974 0.236 -1.5 0.5 -0.5 0.0375
C 2.123 -0.034 0.838 0.1 0.0 0.3 -0.6536
C -0.425 0.683 0.240 3.8 0.6 -0.4 -0.4547
C -0.815 -0.700 -0.249 -3.9 1.1 0.1 0.4064
C -2.489 -0.568 -0.199 1.6 -1.1 -0.4 -0.6434
N -0.403 -1.050 -1.561 0.3 0.5 -0.4 -0.8408
O -0.431 -1.732 0.608 -0.1 -0.6 1.2 -0.7341
H 2.703 2.409 -0.199 -0.1 -0.2 -0.1 0.1948
H 1.000 2.851 -0.748 0.0 -0.1 0.1 0.1937
H 1.752 -0.370 1.811 0.0 -0.2 -0.2 0.2177
H 2.244 -0.903 0.185 -0.2 -0.1 0.2 0.2210
H 3.125 0.382 1.005 -0.2 0.1 -0.2 0.2123
H -0.722 0.829 1.281 -0.3 -0.1 -0.1 0.2162
H -0.861 1.457 -0.399 -0.1 -0.2 0.2 0.2260
H -2.911 -1.478 -0.638 0.1 0.0 0.0 0.2071
H -2.894 0.280 -0.758 0.4 0.0 0.1 0.2169
H -2.840 -0.524 0.838 0.2 0.1 -0.1 0.1903
H -0.558 -2.044 -1.705 0.0 0.2 0.0 0.3733
H 0.586 -0.858 -1.681 0.0 0.0 -0.1 0.3672
H -1.026 -1.727 1.374 0.3 -0.1 -0.2 0.4697

[3]
50
Properties=species:S:1:pos:R:3:forces:R:3:nbo_charge:R:1 method="wB97M-V/def2-TZVPD" lumo_ha="-0.0363 / -0.0532" multiplicity=2 homo_ev="-8.1 / -8.1" gap_ev="7.1 / 6.7"
C 2.042 -0.128 1.364 -0.2 0.1 0.1 -0.3847
C 1.404 1.129 1.563 -0.1 0.1 0.0 -0.4034
C 0.186 0.902 2.269 0.1 0.0 -0.1 -0.3676
H 1.813 2.115 1.316 -0.2 -0.6 0.0 0.2452
C 0.083 -0.488 2.522 0.2 -0.2 -0.3 -0.3431
C 1.227 -1.131 1.960 -0.1 0.2 -0.1 -0.3684
H 1.461 -2.195 1.997 -0.1 0.4 -0.1 0.2570
H 2.987 -0.296 0.848 -0.3 0.0 0.2 0.2552
H -0.500 1.656 2.663 0.2 -0.2 -0.4 0.2539
H -0.698 -0.957 3.121 0.2 0.1 -0.3 0.2467
Yb -0.052 -0.239 -0.147 -0.3 -0.9 0.5 1.9814
Cl -2.382 0.313 -0.865 0.1 -1.6 0.0 -0.6159
P -1.849 3.051 -0.176 0.6 1.5 0.3 0.8171
C -2.808 3.624 1.289 -0.1 -0.1 0.5 -0.2468
C -2.741 4.920 1.829 -0.3 -0.2 0.1 -0.2475
H -2.033 5.648 1.438 -0.2 -0.2 0.0 0.2264
C -3.599 5.294 2.870 0.1 -0.2 -0.1 -0.2011
H -3.561 6.315 3.259 0.0 -0.4 -0.1 0.2164
C -4.500 4.371 3.404 0.0 -0.1 -0.1 -0.2125
H -5.178 4.669 4.209 0.3 -0.1 -0.3 0.2172
C -4.534 3.062 2.908 0.1 0.2 -0.1 -0.2111
H -5.228 2.334 3.330 0.2 0.2 -0.1 0.2184
C -3.687 2.687 1.863 0.0 0.4 0.1 -0.2409
H -3.707 1.671 1.467 -0.1 0.2 0.1 0.2296
C -0.720 4.492 -0.355 0.2 0.5 -0.1 -0.2476
C 0.416 4.512 0.478 -0.1 0.2 -0.3 -0.2477
H 0.574 3.701 1.190 -0.1 0.2 -0.2 0.2044
C 1.324 5.567 0.416 -0.2 0.2 -0.2 -0.2027
H 2.209 5.561 1.056 -0.3 0.0 -0.2 0.2145
C 1.090 6.638 -0.460 0.0 -0.2 0.1 -0.2181
H 1.795 7.471 -0.498 -0.2 -0.2 0.0 0.2168
C -0.043 6.636 -1.276 0.1 -0.1 0.0 -0.2064
H -0.241 7.477 -1.947 0.1 -0.3 0.2 0.2175
C -0.933 5.557 -1.245 0.3 0.0 0.3 -0.2432
H -1.798 5.554 -1.906 0.2 0.0 0.2 0.2283
C -3.051 3.425 -1.509 -0.3 -0.5 -0.4 -0.3604
C -4.232 4.158 -1.330 0.2 0.0 -0.3 -0.1537
H -4.518 4.514 -0.341 0.1 0.0 -0.2 0.2156
C -5.050 4.446 -2.429 0.1 -0.1 0.0 -0.2183
H -5.954 5.042 -2.283 0.3 -0.2 -0.1 0.2150
C -4.718 3.973 -3.699 0.2 0.0 0.1 -0.2078
H -5.350 4.207 -4.558 0.2 -0.1 0.3 0.2168
C -3.571 3.185 -3.872 -0.2 0.2 0.0 -0.2147
H -3.310 2.797 -4.858 -0.1 0.1 0.3 0.2175
C -2.756 2.901 -2.783 -0.2 0.3 0.2 -0.1912
H -1.902 2.234 -2.903 -0.1 0.3 0.0 0.2161
O 0.905 -4.048 -1.869 -0.2 2.1 1.0 -0.3486
N 0.909 -2.948 -1.325 0.8 -0.5 0.1 0.7136
O 1.956 -2.389 -0.864 -1.8 -0.3 -0.8 -0.4869
O -0.225 -2.271 -1.170 0.9 0.1 0.0 -0.6502

[4]
23
Properties=species:S:1:pos:R:3:forces:R:3:nbo_charge:R:1 method="wB97M-V/def2-TZVPD" lumo_ha=0.0152 homo_ev=-8.7 gap_ev=9.1 relative_energy_kj_mol=248.9
C -0.393 -1.904 0.059 -2.4 0.1 -2.5 -0.6345
C 0.207 -0.757 -0.665 -0.7 -3.9 -2.5 -0.2952
C 0.705 0.355 -0.278 1.3 3.8 1.2 0.1704
C 1.482 1.055 -1.329 2.5 2.5 0.2 -0.6567
N 0.526 1.116 0.918 -0.9 -1.0 2.4 -0.8690
H -0.420 -1.902 1.092 -0.2 0.6 2.3 0.2012
H -1.489 -1.925 -0.338 1.7 -0.8 0.8 0.1939
H 0.125 -2.829 -0.170 -0.2 -0.2 -0.5 0.2196
H 0.369 -1.016 -1.795 -0.2 0.6 2.2 0.2011
H 1.858 2.082 -0.964 -0.8 -1.3 -0.5 0.2123
H 0.912 1.236 -2.249 0.3 -0.2 0.2 0.2371
H 2.455 0.526 -1.516 -1.1 0.2 -0.2 0.2255
H -0.074 0.652 1.699 1.5 1.0 -2.1 0.3863
H 1.290 1.692 1.377 -1.1 -1.4 -1.4 0.4097
O 2.327 -1.256 1.451 7.2 -0.7 -3.1 -0.9243
H 1.538 -1.226 1.805 -6.3 -0.1 2.4 0.4524
H 2.359 -1.840 0.665 -0.5 0.6 1.0 0.4772
O -1.357 2.891 -0.817 3.7 1.6 1.8 -0.9316
H -1.895 2.242 -1.114 -3.4 -2.9 -1.9 0.4457
H -0.647 2.282 -0.475 -0.4 1.4 0.2 0.4787
O -3.423 -0.472 1.222 0.3 -2.9 3.3 -0.9265
H -3.516 0.178 0.617 -0.5 3.3 -3.1 0.4614
H -2.939 -1.179 0.805 0.2 -0.3 -0.2 0.4653

[5]
18
Properties=species:S:1:pos:R:3:forces:R:3:nbo_charge:R:1 method="wB97M-V/def2-TZVPD" lumo_ha=0.0184 homo_ev=-8.9 gap_ev=9.4 relative_energy_kj_mol=193.1
C -2.268 -0.807 0.571 0.1 0.6 -0.4 -0.3440
C -0.976 -1.124 0.385 -1.4 1.7 -0.5 -0.2678
C -0.115 -0.427 -0.584 0.6 1.9 -2.2 -0.0574
C -0.682 0.316 -1.587 4.0 -2.1 1.9 -0.3348
C 1.486 -0.303 -0.505 -3.8 0.7 2.0 -0.3903
C 2.038 0.467 0.692 -3.8 -3.4 1.4 -0.5975
H -2.850 -1.129 1.429 0.1 -0.5 -0.3 0.2064
H -2.774 -0.104 -0.099 0.2 -0.1 0.4 0.1929
H -0.620 -1.815 1.053 1.4 -1.6 1.5 0.2073
H -1.667 0.417 -1.785 -3.0 0.2 -0.5 0.1851
H 0.024 0.706 -2.279 0.2 0.8 -0.5 0.1900
H 1.797 -1.264 -0.455 1.5 -3.2 0.1 0.1953
H 1.841 0.109 -1.377 0.5 1.0 -2.2 0.2011
H 1.494 1.349 0.832 -1.1 1.3 0.5 0.2130
H 2.953 0.776 0.467 4.3 0.8 -0.4 0.2087
H 1.942 -0.226 1.601 0.5 1.4 -1.0 0.1978
F -0.931 1.982 0.781 0.1 -0.1 0.4 -0.5783
H -0.691 1.077 0.859 -0.3 0.5 -0.1 0.5727

[6]
9
Properties=species:S:1:pos:R:3:forces:R:3:nbo_charge:R:1 method="wB97M-V/def2-TZVPD" lumo_ha=-0.0370 homo_ev=-10.6 gap_ev=9.6 relative_energy_kj_mol=201.6
O -2.165 0.883 0.001 0.5 0.0 1.1 -0.4821
C -1.065 0.443 0.153 0.0 3.3 -3.5 0.6914
C -0.659 -0.854 0.330 -1.3 -4.8 1.8 -0.0953
N 0.467 -1.447 0.241 1.1 1.5 -0.4 -0.1298
N 1.545 -0.601 -0.018 -0.6 1.6 -1.1 -0.3188
C 1.247 0.630 -0.407 0.0 -2.8 2.7 0.3851
O 0.035 1.189 -0.399 -0.1 0.3 0.3 -0.4598
H -1.479 -1.536 0.538 -0.1 0.0 0.1 0.2138
H 2.075 1.292 -0.438 0.5 0.8 -0.8 0.1955

[7]
61
Properties=species:S:1:pos:R:3:forces:R:3:nbo_charge:R:1 method="wB97M-V/def2-TZVPD" lumo_ha="-0.1638 / -0.1638" homo_ev="-12.5 / -12.5" gap_ev="8.0 / 8.0" charge=+1 relative_energy_kj_mol=121.8
Co 0.262 -0.338 -0.098 -0.4 -0.8 -1.2 0.8811
O -0.509 -2.241 3.084 -0.1 0.2 0.1 -0.8665
S 0.196 -1.374 2.215 0.2 -0.3 -0.2 2.3899
O 0.511 -1.953 0.843 -0.1 0.6 0.4 -0.9014
O -0.400 -0.052 1.867 0.1 -0.1 -0.1 -0.9833
C 1.810 -1.068 2.845 0.0 0.1 0.1 -0.3318
C 2.152 -1.540 4.100 -0.1 0.0 0.0 -0.1589
C 3.426 -1.288 4.589 0.1 0.0 0.0 -0.1676
C 4.330 -0.559 3.830 0.0 0.0 0.0 -0.1962
C 3.975 -0.085 2.575 0.0 0.0 0.0 -0.1180
C 2.711 -0.355 2.058 0.1 0.0 0.0 -0.3882
P 2.270 0.383 0.456 0.0 0.3 0.2 1.2104
C 2.333 2.151 0.869 0.0 0.0 -0.1 -0.3953
C 3.288 3.001 0.316 -0.1 0.0 0.1 -0.2235
C 3.339 4.334 0.714 0.0 -0.1 -0.1 -0.1594
C 2.451 4.812 1.662 0.0 0.0 0.0 -0.1977
C 1.510 3.958 2.231 0.0 0.0 0.0 -0.2008
C 1.447 2.632 1.839 0.1 0.0 0.0 -0.1818
C 3.565 0.080 -0.736 0.0 -0.1 0.0 -0.3281
C 4.544 -0.890 -0.548 0.0 0.0 -0.1 -0.1885
C 5.457 -1.141 -1.563 0.0 0.0 0.0 -0.1960
C 5.388 -0.438 -2.755 0.0 0.0 0.0 -0.1626
C 4.402 0.523 -2.948 0.0 0.0 0.0 -0.2021
C 3.488 0.778 -1.943 0.0 -0.1 -0.1 -0.2124
H 1.426 -2.097 4.676 0.0 0.0 0.0 0.2600
H 3.706 -1.656 5.566 0.0 0.0 0.0 0.2392
H 5.319 -0.350 4.216 0.0 0.0 0.0 0.2359
H 4.683 0.499 2.000 0.0 0.0 0.0 0.2221
H 4.001 2.634 -0.408 0.0 0.0 0.0 0.2322
H 4.085 4.990 0.285 0.0 0.0 0.0 0.2217
H 2.498 5.848 1.974 0.0 0.0 0.0 0.2302
H 0.827 4.326 2.986 0.0 0.0 0.0 0.2319
H 0.708 1.974 2.274 0.0 0.0 0.0 0.2502
H 4.586 -1.459 0.371 0.0 0.0 0.0 0.2303
H 6.218 -1.899 -1.423 0.0 0.0 0.0 0.2341
H 6.099 -0.644 -3.544 0.0 0.0 0.0 0.2327
H 4.339 1.060 -3.886 0.0 0.0 0.0 0.2295
H 2.699 1.508 -2.103 0.0 0.0 0.0 0.2150
C 1.388 2.870 -4.813 0.0 0.0 0.0 -0.6134
C 0.815 4.121 -4.152 0.1 -0.1 0.1 -0.2275
C 1.774 4.703 -3.116 0.0 0.0 0.0 -0.6183
C -0.575 3.870 -3.558 0.1 0.0 -0.1 -0.2148
N -0.540 2.970 -2.398 0.0 -0.1 -0.2 -0.1512
C -0.426 3.255 -1.091 0.0 0.0 0.0 0.1808
N -0.394 2.131 -0.423 -0.4 0.3 -0.5 -0.2881
N -0.484 1.169 -1.370 0.6 0.2 1.7 -0.1664
N -0.558 1.650 -2.558 0.0 0.3 0.2 0.0248
H 2.358 3.096 -5.259 0.0 0.0 0.0 0.2234
H 0.731 2.495 -5.599 0.0 0.0 0.0 0.2271
H 1.529 2.062 -4.091 0.0 0.0 0.0 0.2026
H 0.649 4.875 -4.926 0.0 0.0 0.0 0.2269
H 2.006 3.975 -2.330 0.0 0.0 0.0 0.1953
H 1.366 5.598 -2.640 0.0 0.0 0.0 0.2145
H 2.716 4.977 -3.590 0.0 0.0 0.0 0.2337
H -1.231 3.408 -4.291 0.0 0.0 0.0 0.2447
H -1.026 4.802 -3.221 0.0 0.0 0.1 0.2274
H -0.369 4.250 -0.679 0.0 0.0 0.0 0.2480
F 0.227 -0.781 -2.835 0.1 0.2 -0.3 -0.3306
C 0.634 -1.328 -1.685 0.0 -0.4 -0.1 0.8329
F -0.146 -2.413 -1.512 -0.2 -0.1 -0.1 -0.3244
F 1.879 -1.758 -1.890 0.2 -0.2 0.1 -0.3337

[8]
27
Properties=species:S:1:pos:R:3:forces:R:3:nbo_charge:R:1 method="wB97M-V/def2-TZVPD" lumo_ha=-0.1602 homo_ev=-13.9 gap_ev=9.5 charge=+1 relative_energy_kj_mol=322.7
C 3.097 -1.773 0.192 -3.6 -0.1 -3.4 0.0082
C 0.330 0.841 -0.956 1.2 1.4 1.5 -0.3816
C -0.432 -0.056 -0.375 -1.5 -1.8 2.2 0.0810
C -2.763 -0.014 0.220 -1.9 1.8 -0.5 -0.6044
C -1.333 -1.189 1.754 1.3 2.0 1.5 -0.5964
C -1.206 1.249 1.690 1.6 2.5 -1.1 -0.6152
C 0.970 0.504 -2.186 0.0 1.6 0.3 0.3041
C -1.410 0.015 0.861 0.7 0.0 -0.9 -0.1209
N 2.798 -0.912 -0.696 -1.2 -2.1 -0.1 -0.6494
N 1.634 1.433 -2.788 0.9 1.4 0.2 -0.6409
H 3.874 -1.644 0.804 3.1 0.0 2.5 0.1662
H 2.457 -2.641 0.165 0.0 -0.4 0.8 0.1745
H 0.643 1.698 -0.280 -0.5 -0.4 -1.7 0.2451
H -0.313 -1.037 -0.795 -0.8 -0.6 -0.4 0.2029
H -3.017 -1.001 -0.021 0.0 -1.6 -1.0 0.2185
H -2.830 0.627 -0.735 -0.4 -0.7 1.8 0.2206
H -3.570 0.142 1.015 1.0 0.7 -1.2 0.2418
H -1.338 -2.087 1.237 0.3 -1.9 -0.8 0.2132
H -0.435 -0.946 2.336 0.1 -1.2 0.1 0.2132
H -2.141 -1.171 2.474 -0.4 0.0 0.0 0.2303
H -0.991 2.053 0.908 -1.2 -0.2 1.2 0.1999
H -0.227 1.316 2.210 -0.5 -0.7 0.1 0.2172
H -2.006 1.527 2.409 0.4 -0.3 -0.8 0.2493
H 0.831 -0.380 -2.748 -0.4 -1.1 -0.1 0.2404
H 2.076 1.413 -3.699 -0.2 -0.6 0.1 0.4380
H 3.512 -0.267 -0.729 1.9 2.5 0.0 0.3274
H 1.789 2.301 -2.270 -0.1 -0.3 -0.4 0.4172